1.
C20H23Cl5O4P2Ta | ωB97M-V/def2-TZVPD

Geometry (Å):
Ta: 0.809 -0.776 0.165
Cl: 5.431 -0.956 5.696
C: 4.613 -0.756 4.224
C: 3.226 -0.987 4.182
Cl: 2.337 -1.463 5.549
C: 2.608 -0.804 2.963
Cl: 0.855 -1.095 2.755
C: 3.294 -0.420 1.820
O: 2.517 -0.271 0.691
C: 4.653 -0.186 1.848
Cl: 5.454 0.297 0.425
C: 5.316 -0.360 3.074
Cl: 6.986 -0.076 3.152
C: 0.377 -1.298 -3.419
P: 0.620 0.096 -2.294
C: 2.069 1.011 -2.888
C: -0.873 1.113 -2.278
C: -1.627 1.271 -3.434
C: -2.762 2.076 -3.417
C: -3.148 2.718 -2.252
C: -2.402 2.568 -1.086
C: -1.265 1.768 -1.094
P: -0.211 1.605 0.355
C: 1.089 2.863 0.277
C: -1.107 1.919 1.892
H: -0.568 -1.797 -3.211
H: 1.198 -2.009 -3.321
H: 0.380 -0.925 -4.446
H: 1.747 1.730 -3.644
H: 2.761 0.303 -3.346
H: 2.588 1.533 -2.087
H: -1.352 0.776 -4.357
H: -3.343 2.199 -4.321
H: -4.030 3.345 -2.244
H: -2.717 3.086 -0.189
H: 0.638 3.834 0.494
H: 1.525 2.910 -0.719
H: 1.869 2.661 1.012
H: -1.534 2.924 1.860
H: -0.394 1.888 2.718
H: -1.890 1.188 2.072
C: -3.029 -2.526 -0.842
C: -2.414 -2.271 0.520
C: -3.357 -2.531 1.679
O: -1.877 -0.900 0.587
C: -1.141 -3.081 0.715
O: -0.813 -3.951 1.405
O: -0.084 -2.386 -0.125
H: -3.895 -1.873 -0.964
H: -3.384 -3.553 -0.922
H: -2.320 -2.333 -1.645
H: -4.275 -1.956 1.545
H: -2.899 -2.270 2.632
H: -3.628 -3.586 1.707
H: -2.621 -0.286 0.532

The value obtained for the energy above the lowest of the compared OMol25 structures with the same formula, charge and spin is 26.9 kcal per mole. Its largest force on an atom is 1.5 eV Å⁻¹. The electronic energy comes out at -4116.6344 Eh. The frontier orbital gap is 5.02 eV. Its charge is +3.

natural (NBO) atomic charge list, values in e, 5 entries: 2.14, 0.18, -0.06, -0.08, 0.16

***

2.
C20H23ClGeI2N2O3PdS | ωB97M-V/def2-TZVPD

Geometry (Å):
Pd: 0.187 0.142 -0.363
I: -6.127 3.095 3.544
C: -4.264 2.587 2.752
C: -3.102 2.915 3.443
C: -1.885 2.563 2.899
I: -0.135 3.030 3.932
C: -1.728 1.901 1.634
O: -0.565 1.625 1.195
C: -2.959 1.585 0.972
C: -2.983 0.943 -0.391
N: -2.228 -0.314 -0.478
C: -2.598 -1.330 0.500
C: -1.722 -1.293 1.734
C: -2.245 -1.520 3.002
C: -1.389 -1.519 4.086
C: -0.045 -1.288 3.883
C: 0.400 -1.069 2.584
N: -0.423 -1.093 1.541
C: -4.181 1.930 1.538
H: -3.145 3.439 4.388
H: -2.543 1.612 -1.134
H: -4.033 0.776 -0.664
H: -2.318 -0.684 -1.414
H: -2.455 -2.310 0.039
H: -3.649 -1.243 0.798
H: -3.309 -1.680 3.125
H: -1.775 -1.685 5.085
H: 0.657 -1.261 4.705
H: 1.438 -0.852 2.360
H: -5.091 1.683 1.000
S: 1.148 -2.011 -2.804
C: 0.561 -1.525 -1.475
Cl: 4.994 0.453 1.848
C: 4.480 1.268 0.324
C: 3.119 0.838 -0.236
O: 3.009 1.003 -1.455
O: 2.271 0.411 0.601
H: 5.249 1.080 -0.416
H: 4.434 2.332 0.542
C: 1.923 3.384 -3.357
Ge: 0.448 2.113 -3.414
C: 0.899 0.750 -4.718
C: -1.091 3.075 -4.155
C: -0.046 1.595 -1.616
H: 2.033 3.896 -4.318
H: 2.838 2.843 -3.116
H: 1.748 4.128 -2.577
H: 1.111 1.237 -5.674
H: 0.085 0.037 -4.862
H: 1.787 0.212 -4.397
H: -0.794 3.570 -5.084
H: -1.451 3.836 -3.460
H: -1.914 2.392 -4.378
H: -0.109 2.445 -0.932

As for the spin multiplicity: 2. The value obtained for the energy above the lowest of the compared OMol25 structures with the same formula, charge and spin is 105.6 kcal per mole. Its largest force on an atom is 1.1 eV Å⁻¹. The electronic energy comes out at -4769.6533 Eh. The frontier orbital gap (spin up / spin down) is 6.33 / 6.80 eV. Its charge is -1.

natural (NBO) atomic charge list, values in e, 5 entries: 0.94, 0.07, -0.23, -0.25, -0.26

***

> Which formula does entry 1 have?

C20H23Cl5O4P2Ta

***

Repeat the first record exactly.
C20H23Cl5O4P2Ta | ωB97M-V/def2-TZVPD

Geometry (Å):
Ta: 0.809 -0.776 0.165
Cl: 5.431 -0.956 5.696
C: 4.613 -0.756 4.224
C: 3.226 -0.987 4.182
Cl: 2.337 -1.463 5.549
C: 2.608 -0.804 2.963
Cl: 0.855 -1.095 2.755
C: 3.294 -0.420 1.820
O: 2.517 -0.271 0.691
C: 4.653 -0.186 1.848
Cl: 5.454 0.297 0.425
C: 5.316 -0.360 3.074
Cl: 6.986 -0.076 3.152
C: 0.377 -1.298 -3.419
P: 0.620 0.096 -2.294
C: 2.069 1.011 -2.888
C: -0.873 1.113 -2.278
C: -1.627 1.271 -3.434
C: -2.762 2.076 -3.417
C: -3.148 2.718 -2.252
C: -2.402 2.568 -1.086
C: -1.265 1.768 -1.094
P: -0.211 1.605 0.355
C: 1.089 2.863 0.277
C: -1.107 1.919 1.892
H: -0.568 -1.797 -3.211
H: 1.198 -2.009 -3.321
H: 0.380 -0.925 -4.446
H: 1.747 1.730 -3.644
H: 2.761 0.303 -3.346
H: 2.588 1.533 -2.087
H: -1.352 0.776 -4.357
H: -3.343 2.199 -4.321
H: -4.030 3.345 -2.244
H: -2.717 3.086 -0.189
H: 0.638 3.834 0.494
H: 1.525 2.910 -0.719
H: 1.869 2.661 1.012
H: -1.534 2.924 1.860
H: -0.394 1.888 2.718
H: -1.890 1.188 2.072
C: -3.029 -2.526 -0.842
C: -2.414 -2.271 0.520
C: -3.357 -2.531 1.679
O: -1.877 -0.900 0.587
C: -1.141 -3.081 0.715
O: -0.813 -3.951 1.405
O: -0.084 -2.386 -0.125
H: -3.895 -1.873 -0.964
H: -3.384 -3.553 -0.922
H: -2.320 -2.333 -1.645
H: -4.275 -1.956 1.545
H: -2.899 -2.270 2.632
H: -3.628 -3.586 1.707
H: -2.621 -0.286 0.532

The value obtained for the energy above the lowest of the compared OMol25 structures with the same formula, charge and spin is 26.9 kcal per mole. Its largest force on an atom is 1.5 eV Å⁻¹. The electronic energy comes out at -4116.6344 Eh. The frontier orbital gap is 5.02 eV. Its charge is +3.

natural (NBO) atomic charge list, values in e, 5 entries: 2.14, 0.18, -0.06, -0.08, 0.16

***

> Among the records above, which one has the highest electronic energy?

C20H23Cl5O4P2Ta